The following is a quantum chemistry calculation of 6 unconnected molecules or ions with the total composition C24H40I2N2O17, from the OMol25 dataset.

Structure (SMILES) ... CO[C@](C[C@H](O)CN)(C[C@H](C)I)[C@H](N)I.O=C1OCCO1.O=C1OCCO1.O=C1OCCO1.O=C1OCCO1.O=C1OCCO1
M ... 882.39 g/mol
Gap between HOMO and LUMO ... 9.0 eV
LUMO ... 0.2460 eV
Energy ... -79525.16828 eV

Geometry as ORCA input:
```
! wB97M-V def2-TZVPD RIJCOSX def2/J DEFGRID3
* xyz 0 1
C -1.7827 2.9548 1.0183
O -1.3562 1.7259 0.4412
C -1.9260 1.4440 -0.8230
C -3.3347 0.7295 -0.7570
C -3.8926 0.5112 0.6733
O -3.1485 -0.4326 1.4430
C -5.3804 -0.0256 0.5478
N -6.3519 1.0328 0.2364
C -0.9494 0.4029 -1.4849
C -0.7751 -0.8839 -0.6184
C 0.3005 -0.7657 0.5226
I 0.0210 -2.4206 -1.9964
C -2.0719 2.6674 -1.7977
N -2.5367 2.3555 -3.1349
I -0.1579 3.7295 -2.0778
H -2.8061 3.2726 0.7438
H -1.7700 2.8200 2.1261
H -1.0208 3.7409 0.8139
H -3.3167 -0.2663 -1.2569
H -4.1143 1.3038 -1.3084
H -3.9576 1.4522 1.2671
H -3.1367 -0.1744 2.3626
H -5.3979 -0.7392 -0.3081
H -5.6433 -0.5814 1.4714
H -6.1476 1.8774 0.7554
H -6.4200 1.2035 -0.7558
H 0.0655 0.8454 -1.6051
H -1.2777 0.0905 -2.4923
H -1.7355 -1.3078 -0.2755
H 1.0609 -1.5669 0.4535
H -0.1635 -0.7662 1.5319
H 0.8348 0.1920 0.3806
H -2.7615 3.4561 -1.4272
H -1.9454 1.6981 -3.6266
H -3.5185 2.1175 -3.1677
O 0.6744 -5.4573 4.3463
C 0.1262 -4.9224 3.4339
O 0.6395 -4.8292 2.1851
C -0.3936 -4.3287 1.3308
C -1.2946 -3.6079 2.2944
O -1.0872 -4.3265 3.5143
H 0.0152 -3.6674 0.5705
H -0.8887 -5.1716 0.8422
H -1.0000 -2.5659 2.4438
H -2.3411 -3.6399 1.9962
O 5.7016 -7.7305 0.3347
C 5.0432 -7.4778 1.2897
O 4.2696 -8.3785 1.9484
C 3.8248 -7.7612 3.1562
C 3.9117 -6.2973 2.8282
O 4.9642 -6.2516 1.8640
H 2.8127 -8.0758 3.4050
H 4.4963 -8.0500 3.9690
H 2.9961 -5.9158 2.3715
H 4.1541 -5.6873 3.6966
O -0.4175 1.2084 -4.9778
C 0.6046 1.5049 -5.5085
O 1.1369 0.8268 -6.5523
C 2.2268 1.5972 -7.0516
C 2.6145 2.4266 -5.8597
O 1.3842 2.5518 -5.1482
H 3.0329 0.9515 -7.3958
H 1.8760 2.2049 -7.8893
H 3.3440 1.9259 -5.2182
H 3.0009 3.4056 -6.1376
O 2.1457 -0.0984 3.2251
C 1.7379 -0.6949 4.1659
O 2.5083 -1.1270 5.1952
C 1.6340 -1.5938 6.2221
C 0.3829 -1.9378 5.4608
O 0.4362 -1.0402 4.3505
H 2.0623 -2.4529 6.7355
H 1.4774 -0.7892 6.9452
H 0.3887 -2.9653 5.0872
H -0.5220 -1.7795 6.0454
O 2.2175 5.9157 -4.5722
C 2.0690 6.7671 -3.7581
O 2.1474 6.5684 -2.4182
C 2.1429 7.8505 -1.7940
C 1.4672 8.7161 -2.8221
O 1.7990 8.0646 -4.0466
H 1.6023 7.8197 -0.8494
H 3.1753 8.1541 -1.6027
H 0.3801 8.7278 -2.7110
H 1.8347 9.7410 -2.8156
*
```

Atomic partial charges in e from the Mulliken method, atoms 1 to 6: -0.87, -0.17, 2.03, -1.60, 0.51, -0.33